[1]
Below is a structure of composition C5H6N3O4, with properties calculated with the ωB97M-V functional and the def2-TZVPD basis.

Results
- DFT total energy (eV) = -17930.36533
- HOMO level (eV) = -14.04
- ΔE to the lowest compared entry with this formula, charge and spin (kJ/mol) = 28.49
- net charge = +1
- frontier orbital gap (Eh) = 0.2974

XYZ file:
```
18
Properties=species:S:1:pos:R:3:forces:R:3:mulliken_charge:R:1
C 2.6814 1.0550 0.6916 1.205 0.849 0.632 0.17
C -1.2258 -0.2143 0.8793 -0.413 -1.317 -0.574 0.68
C 0.7943 1.0451 -0.7256 0.193 0.824 0.828 0.24
C 0.9136 -0.4198 -0.8742 -1.070 -0.672 -2.500 -0.16
C -3.4810 -0.9392 0.0917 1.573 -0.172 0.222 -0.89
N -2.0709 -0.6697 0.1760 0.249 0.912 1.336 -0.22
N 1.7393 1.6909 0.0725 0.656 1.315 0.813 -0.01
N 1.8607 -1.1737 -0.4850 -0.659 1.118 -0.347 0.77
O -0.1906 0.0334 1.3745 0.350 0.800 1.047 -0.50
O -0.0542 1.7522 -1.1449 -1.358 -0.459 -1.336 -0.47
O 2.1897 -2.2679 -0.5658 1.093 -0.518 0.708 -0.39
O 2.9422 -0.1130 0.5094 0.459 -4.323 -0.537 -0.45
H 3.4083 1.4631 1.3734 -0.162 1.269 0.367 0.45
H 0.2230 -1.0027 -1.5795 0.701 1.202 1.210 0.45
H -3.4597 -1.8700 -0.3758 -1.011 -2.005 -0.003 0.34
H -4.1148 -0.7343 0.9199 0.068 -0.476 1.171 0.35
H -3.8019 -0.3223 -0.6388 -1.370 2.185 -2.524 0.39
H 1.6464 2.6872 0.3014 -0.503 -0.530 -0.512 0.26
```
Positions in Å, forces in eV/Å.

[2]
Below is a cluster of 11 separate species, C76H166F6N9O6S2 in total, with properties calculated with the ωB97M-V functional and the def2-TZVPD basis.

Results
- DFT total energy (eV) = -145109.55220
- HOMO level (alpha / beta) (eV) = -12.31 / -17.35
- 2S+1 = 2
- ΔE to the lowest compared entry with this formula, charge and spin (kJ/mol) = 195.05
- net charge = +6
- frontier orbital gap (alpha / beta) (Eh) = 0.0960 / 0.2769

XYZ file:
```
265
Properties=species:S:1:pos:R:3:forces:R:3:mulliken_charge:R:1
C -1.5241 2.0322 -2.6518 3.126 1.697 0.088 -1.46
C -2.8660 2.5799 -2.9348 -2.287 -1.855 -1.254 1.26
C -3.1131 3.1758 -4.3843 -0.218 1.428 1.262 -1.36
N -4.2347 4.2903 -4.5330 0.577 -0.359 0.075 0.37
C -5.5344 3.7311 -3.9563 0.566 0.296 -1.054 -0.74
C -3.9298 5.6839 -3.9293 0.764 0.516 1.095 -0.75
C -2.9121 6.5359 -4.8600 -2.987 -1.621 1.055 -0.26
C -3.2149 5.7614 -6.1554 2.164 0.674 -1.516 -0.82
C -4.2805 4.7111 -6.0063 -0.815 0.096 0.765 -0.54
H -0.8728 2.8966 -2.5227 0.579 0.189 0.470 0.33
H -0.9862 1.5235 -3.4519 -0.686 -0.254 -0.417 0.35
H -1.3930 1.4076 -1.7682 -0.581 0.079 0.083 0.10
H -3.3496 3.1082 -2.1131 0.573 0.665 -0.091 -0.54
H -3.3300 1.5959 -2.8667 -1.612 0.123 -0.554 0.19
H -3.4291 2.4038 -5.0859 0.196 0.078 0.045 0.43
H -2.2264 3.7092 -4.7266 0.130 -0.320 -0.116 0.34
H -5.4169 3.5635 -2.8857 -0.006 0.215 -0.179 0.11
H -5.7505 2.7902 -4.4624 0.143 -0.045 0.070 0.38
H -6.3492 4.4131 -4.1991 0.130 0.106 0.263 0.47
H -4.8924 6.1698 -3.7693 -0.070 -0.019 -0.500 0.46
H -3.5697 5.5062 -2.9159 0.390 -0.025 0.098 0.26
H -3.2137 7.5727 -5.0088 -0.365 -0.126 0.502 0.36
H -1.9378 6.5742 -4.3728 0.239 -0.646 -0.641 0.07
H -3.5433 6.4314 -6.9500 -0.021 0.128 0.096 0.45
H -2.2577 5.4015 -6.5328 -0.128 -0.600 -0.173 0.37
H -5.2496 5.1995 -6.1077 -0.118 -0.110 -0.050 0.44
H -4.2482 3.8958 -6.7291 0.186 -0.180 0.351 0.37
C -6.0742 6.4479 4.0708 -0.161 0.018 0.664 -1.44
C -5.0489 5.4155 3.6210 0.019 -1.395 -0.207 -0.16
C -5.6154 4.5694 2.4412 1.039 0.431 0.482 -0.82
N -4.7181 3.4473 1.8352 0.836 1.544 1.691 1.20
C -5.4142 2.9696 0.6227 0.335 -0.858 0.371 -1.16
C -4.3116 2.3024 2.8153 0.888 1.122 -0.033 -0.98
C -3.0083 1.7389 2.1896 -0.390 -1.121 0.722 0.11
C -2.4844 2.7587 1.2194 -0.744 1.026 -0.315 2.11
C -3.3475 4.0426 1.4943 1.456 -1.299 -0.336 -1.87
H -6.3445 7.1099 3.2481 -0.294 -0.085 0.121 0.37
H -5.7658 7.0697 4.9112 0.839 0.134 -0.310 0.42
H -6.9277 5.9963 4.5765 -0.434 -0.308 -0.782 0.36
H -4.8840 4.6399 4.3689 0.133 0.449 0.676 0.26
H -4.0784 5.8687 3.4187 -0.157 0.070 -0.265 0.29
H -5.7680 5.2259 1.5846 -0.570 -0.169 0.017 0.60
H -6.4924 4.0450 2.8204 -0.272 0.252 -0.455 0.29
H -4.8262 3.2973 -0.2346 -0.408 -0.198 -0.159 0.60
H -6.4408 3.3359 0.6197 0.194 -0.030 -0.187 0.32
H -5.4025 1.8908 0.7780 -0.238 -0.100 -0.928 0.12
H -5.0406 1.5197 3.0250 -0.448 0.446 -0.467 0.16
H -4.1641 2.8896 3.7217 0.328 -0.503 0.176 0.35
H -3.1697 0.7315 1.8059 -0.435 0.124 -0.657 -0.19
H -2.1814 1.4842 2.8526 -0.525 0.459 0.925 0.28
H -2.6625 2.5109 0.1730 0.429 -0.302 -0.069 -0.69
H -1.4235 2.8415 1.4557 -0.208 0.663 -0.601 -0.71
H -3.3634 4.7217 0.6419 -0.518 -0.121 -0.290 0.39
H -2.8432 4.6198 2.2693 -0.870 -0.229 0.587 0.28
C 4.3491 1.7424 -0.6498 0.565 0.525 0.664 0.05
C 5.6920 2.1391 -1.2426 0.563 -0.991 -0.466 0.17
C 5.6272 3.1370 -2.3698 -0.936 -0.747 -0.073 -1.05
N 6.9076 3.7924 -2.7207 1.429 2.247 -0.825 0.51
C 7.3625 4.8677 -1.6599 -1.039 -1.372 -0.446 -0.81
C 6.7513 4.5505 -4.0284 0.608 1.296 -0.577 -0.62
C 8.1303 4.5543 -4.7825 -0.678 -0.362 0.426 -0.61
C 9.0582 3.5564 -4.0522 -0.939 0.743 1.148 -0.67
C 8.0968 2.8767 -3.0510 -0.006 -1.331 0.645 -0.60
H 4.3007 2.3532 0.2516 -1.149 0.165 -0.206 -0.35
H 4.3961 0.7174 -0.2821 -0.239 -0.013 -0.225 -0.23
H 3.5290 1.8507 -1.3597 -0.115 0.102 0.281 0.64
H 6.0570 1.1745 -1.5955 0.924 0.330 -0.219 0.41
H 6.3537 2.5425 -0.4762 0.060 -0.349 0.158 -0.16
H 4.8243 3.8376 -2.1405 0.512 0.852 0.128 0.22
H 5.2274 2.6758 -3.2729 0.390 -0.276 -0.156 0.31
H 6.5180 5.5378 -1.4990 -0.004 -0.104 -0.099 0.21
H 8.2060 5.4546 -2.0235 0.063 -0.459 -0.022 0.43
H 7.5511 4.3017 -0.7477 0.370 0.327 -0.068 0.34
H 6.5265 5.5917 -3.7970 -0.248 -0.102 0.219 0.38
H 5.9044 4.2104 -4.6243 0.243 -0.572 0.173 0.41
H 8.5347 5.5641 -4.7132 0.041 -0.162 -0.496 0.34
H 7.9389 4.2432 -5.8095 0.262 0.328 0.003 0.32
H 9.7983 4.0796 -3.4468 0.055 0.192 -0.190 0.34
H 9.6395 2.9018 -4.7016 -0.506 -0.275 0.096 0.39
H 8.5654 2.6204 -2.1008 0.086 0.049 -0.031 0.38
H 7.6613 1.9454 -3.4132 -0.073 0.085 -0.300 0.42
C 7.0607 0.3093 1.7036 -0.560 -1.182 0.308 -1.26
C 5.9831 0.2743 2.8520 1.509 0.662 -0.374 -0.67
C 4.9946 1.4143 2.6203 -0.053 -2.623 1.432 0.46
N 4.0834 1.5640 3.8164 0.714 2.483 -0.577 0.42
C 3.3477 0.2897 4.2342 -0.007 1.621 1.179 -0.92
C 4.7734 2.3460 5.0268 0.034 -1.203 -1.293 -0.37
C 3.6385 3.0207 5.7005 0.040 0.497 0.803 -0.79
C 2.6903 3.4808 4.6356 -0.907 -1.072 -2.108 -0.70
C 3.0921 2.6636 3.2702 -0.995 -0.041 3.127 0.33
H 7.5602 1.2382 1.4285 -0.572 0.564 0.565 0.34
H 6.5894 -0.0577 0.7918 0.184 -0.196 -0.167 0.17
H 7.9121 -0.3189 1.9655 -0.227 -0.362 -0.095 0.49
H 6.5373 0.3469 3.7879 0.022 0.866 0.224 0.39
H 5.5107 -0.6874 3.0519 -0.180 -0.153 -1.065 0.28
H 4.2291 1.1274 1.8993 0.728 0.134 -0.712 -0.65
H 5.5913 2.3012 2.4071 -0.670 0.321 0.104 0.46
H 3.9748 -0.4380 4.7492 0.500 0.064 -0.726 0.39
H 2.7128 -0.1102 3.4436 0.323 0.077 -0.059 0.05
H 2.7844 0.6861 5.0791 -0.748 -0.309 -0.231 0.57
H 5.2998 1.6759 5.7065 0.110 -0.177 -0.415 0.36
H 5.4693 3.0063 4.5093 0.006 0.063 0.206 0.38
H 3.2253 2.3207 6.4267 -0.296 0.315 0.056 0.33
H 3.9419 3.9373 6.2063 0.392 -0.442 0.491 0.41
H 1.6590 3.2055 4.8562 0.013 0.134 0.137 0.34
H 2.7225 4.5683 4.5694 0.051 -0.152 -0.601 0.40
H 2.2545 2.1034 2.8546 0.009 0.129 0.026 -0.40
H 3.4976 3.3098 2.4917 0.585 -0.354 0.258 0.26
C -4.4887 -2.4218 2.2122 -0.215 1.749 0.228 -1.01
C -5.4015 -1.3862 2.9230 -0.672 -1.230 0.973 0.83
C -6.5926 -2.2391 3.3782 -1.101 0.886 0.670 -2.09
N -7.8265 -1.5485 4.0466 0.571 -0.057 -1.483 0.21
C -8.4252 -0.5083 3.1160 0.052 0.424 0.098 -0.87
C -7.5101 -1.0573 5.4289 -0.144 -0.345 0.833 -0.44
C -7.5778 -2.3249 6.2761 -1.025 -0.031 2.659 -0.55
C -8.4664 -3.3633 5.6248 0.706 -0.990 -2.231 -0.74
C -8.8563 -2.6736 4.2833 0.777 0.543 0.907 -0.50
H -5.0646 -2.9099 1.4260 0.367 -0.075 -0.168 0.75
H -4.0745 -3.1296 2.9303 -0.125 0.034 0.013 0.03
H -3.6983 -1.7665 1.8464 0.408 -0.703 -0.562 -0.09
H -5.7232 -0.5443 2.3100 -0.007 -0.226 -0.511 0.36
H -4.8620 -0.9651 3.7713 -0.057 -0.180 0.162 -0.03
H -6.3159 -2.9842 4.1240 0.393 0.033 -0.165 0.53
H -7.0637 -2.7282 2.5256 0.237 -0.069 -0.102 0.55
H -9.3594 -0.0814 3.4809 -0.068 -0.543 0.439 0.43
H -8.6223 -0.8815 2.1110 0.117 -0.556 0.236 0.43
H -7.8069 0.3785 2.9764 0.590 -0.306 0.352 0.19
H -8.2646 -0.3544 5.7821 -0.261 0.008 -0.506 0.59
H -6.5562 -0.5341 5.4957 0.107 -0.306 -0.345 0.10
H -8.1836 -2.2318 7.1774 0.433 1.380 0.451 0.39
H -6.6383 -2.6905 6.6907 0.164 -0.031 -0.798 0.31
H -9.3777 -3.7767 6.0571 -0.173 1.067 0.702 0.46
H -7.8896 -4.2882 5.6168 0.205 -0.098 -1.172 0.32
H -9.6997 -2.0188 4.5024 -0.757 -0.902 -0.453 0.48
H -8.8685 -3.3149 3.4021 -0.584 0.321 0.051 0.35
C 0.9721 3.1291 0.0656 1.029 1.422 0.333 0.46
C 1.8001 4.3582 -0.4658 -1.229 0.216 0.202 -0.63
C 1.3039 5.7384 0.0659 0.413 -0.307 -0.710 -1.22
N 1.7697 6.9663 -0.7293 -0.342 1.299 0.376 1.12
C 3.2572 7.0922 -1.0940 -0.919 -0.799 1.371 -1.10
C 1.0290 7.0867 -2.0275 -0.536 -2.333 -0.927 -0.60
C 0.7654 8.5043 -2.3360 0.112 1.073 -1.377 -0.55
C 0.6655 9.2202 -1.0116 -0.147 0.248 0.247 -0.83
C 1.2688 8.2741 -0.0123 1.321 -0.282 1.186 -0.52
H -0.1106 3.1993 -0.0385 0.265 0.134 -0.539 -0.12
H 1.1724 3.1161 1.1370 -0.096 -0.471 0.181 -0.06
H 1.3916 2.2416 -0.4080 -0.278 -0.043 0.193 0.27
H 1.7549 4.2956 -1.5531 0.209 0.306 -0.133 0.24
H 2.8183 4.2259 -0.0999 0.180 -0.046 -0.344 -0.05
H 1.5999 5.8154 1.1121 0.135 0.441 -0.055 0.50
H 0.2260 5.8857 -0.0013 -0.216 -0.562 0.125 0.28
H 3.8951 6.9518 -0.2214 -0.307 0.225 0.364 0.35
H 3.4067 8.1065 -1.4642 0.104 -0.417 -0.545 0.47
H 3.4564 6.2216 -1.7189 0.130 0.603 -0.580 0.30
H 1.5832 6.5089 -2.7671 0.253 0.410 -0.228 0.26
H 0.0922 6.5294 -2.0321 -0.283 -0.183 0.915 0.01
H 1.5320 8.8338 -3.0374 0.098 0.646 0.327 0.41
H -0.1816 8.6633 -2.8518 0.067 -0.432 -0.243 0.29
H 1.1480 10.1968 -0.9731 0.002 -0.111 -0.169 0.30
H -0.3793 9.3644 -0.7364 0.019 0.106 -0.168 0.38
H 2.1501 8.7196 0.4490 0.002 -0.227 0.194 0.40
H 0.5609 8.0322 0.7804 0.160 -0.453 -0.129 0.25
C 5.3029 -5.1151 -4.1283 -0.643 -0.572 0.618 -1.41
C 3.9931 -4.4726 -3.5388 1.319 1.360 0.364 -0.34
C 4.1414 -3.8316 -2.0778 0.810 -0.298 -1.530 -0.33
N 4.4154 -4.7567 -0.9242 0.671 -1.753 -0.445 0.81
C 3.1807 -5.6759 -0.8287 0.943 1.125 0.978 -1.23
C 4.6426 -3.9855 0.3814 0.322 -0.284 -1.184 -0.38
C 5.4892 -4.9128 1.2673 -1.261 -0.188 1.627 -0.51
C 5.9917 -6.1145 0.4726 0.011 0.724 -1.110 -0.89
C 5.7328 -5.6242 -0.9669 -0.219 -1.030 -0.718 -0.62
H 5.4326 -5.1443 -5.2101 -0.949 0.075 -0.133 0.46
H 5.3789 -6.1507 -3.7970 0.456 0.093 0.029 0.30
H 6.1792 -4.5244 -3.8613 -0.032 -0.115 0.621 0.30
H 3.0297 -4.9703 -3.6499 0.371 -0.610 -0.006 0.23
H 3.9182 -3.5925 -4.1775 -0.491 0.412 0.203 0.44
H 3.2615 -3.2412 -1.8224 -0.148 -0.212 0.138 -0.05
H 4.9616 -3.1154 -2.1272 0.213 -0.143 0.064 0.56
H 3.1919 -6.0011 0.2116 -0.410 -0.285 -0.168 0.65
H 3.1770 -6.5230 -1.5146 0.365 0.302 -0.056 0.15
H 2.3701 -4.9720 -1.0170 -0.323 -0.438 0.205 0.34
H 3.6582 -3.6861 0.7412 0.163 0.073 0.306 -0.02
H 5.2177 -3.1185 0.0566 -0.142 0.147 0.179 0.42
H 4.7989 -5.2941 2.0198 0.112 -0.001 0.314 0.13
H 6.2341 -4.3616 1.8412 0.143 -0.006 -0.374 0.54
H 5.4931 -7.0553 0.7060 -0.534 0.260 -0.116 0.30
H 7.0335 -6.3974 0.6234 0.144 0.579 -0.117 0.42
H 5.6461 -6.4592 -1.6621 -0.637 0.068 0.020 0.34
H 6.5654 -5.0796 -1.4122 -0.233 0.731 0.455 0.48
C -0.6092 -7.8307 -6.9789 -0.226 -0.183 -0.286 -1.48
C -1.2867 -6.6457 -6.2213 0.887 -0.565 0.338 -0.48
C -0.2344 -5.7893 -5.4033 -0.559 0.017 0.943 -0.85
N -0.7143 -4.3751 -4.8897 -1.033 1.810 -1.068 0.80
C 0.3554 -3.5646 -4.0712 -1.232 1.186 0.187 -1.28
C -0.0922 -2.0811 -3.6739 0.137 -1.586 0.500 0.19
C -0.3650 -1.2711 -4.8674 -0.617 0.075 -2.308 0.04
C -1.2791 -1.9562 -5.9008 -0.417 -1.408 -0.301 -1.22
C -1.0413 -3.5022 -6.1585 1.640 1.119 0.223 -0.69
C -2.0265 -4.3745 -4.0869 0.635 -0.837 -1.229 -1.32
H 0.0748 -8.4678 -6.4183 0.388 0.652 0.465 0.36
H -0.1402 -7.5574 -7.9241 0.117 0.242 0.186 0.37
H -1.3354 -8.6015 -7.2368 -0.534 0.416 -0.142 0.41
H -1.9993 -7.1356 -5.5576 0.158 0.301 0.520 0.35
H -1.9364 -6.0872 -6.8951 0.483 0.288 -0.184 0.32
H 0.7673 -5.6601 -5.8131 -0.394 0.544 -1.046 0.49
H 0.0861 -6.3388 -4.5182 -0.699 -0.135 0.462 0.56
H 1.2465 -3.4004 -4.6771 -0.005 -0.706 -0.106 0.40
H 0.5414 -4.0718 -3.1245 0.165 -0.453 -0.339 0.64
H 0.7403 -1.6139 -3.1477 0.126 -0.420 0.275 0.05
H -0.9319 -2.0480 -2.9798 -0.025 -0.386 0.083 0.21
H 0.5669 -1.1046 -5.4077 0.207 0.382 0.148 0.38
H -0.8387 -0.3181 -4.6317 0.340 0.086 0.093 -0.41
H -1.1184 -1.5566 -6.9021 0.147 0.249 0.032 0.52
H -2.3373 -1.7547 -5.7345 -0.074 -0.169 0.380 0.43
H -0.1349 -3.5777 -6.7593 0.279 -0.019 0.142 0.51
H -1.7859 -3.8977 -6.8493 -0.416 -0.395 0.853 0.40
H -2.7220 -5.0025 -4.6437 0.252 -0.688 0.419 0.36
H -2.5508 -3.4248 -4.1929 0.751 0.304 0.649 0.41
H -1.7703 -4.7179 -3.0846 -0.572 0.137 -0.061 0.59
C -2.9475 -5.5225 -0.3364 -0.785 -0.787 -0.352 -1.61
C -2.8274 -5.8559 1.1459 0.519 -0.080 -0.642 0.66
C -1.6972 -6.8831 1.3353 0.702 0.765 1.973 -0.93
N -1.0775 -6.7209 2.7196 0.975 1.815 0.527 0.50
C 0.0568 -7.7495 2.7827 -1.634 -0.736 -0.268 -0.76
C 1.1123 -7.6160 3.8224 0.447 0.827 0.003 -0.79
C 1.6276 -6.1715 4.0495 -1.173 -0.322 0.214 -0.14
C 0.4469 -5.1542 4.1509 0.765 -0.489 -0.050 -0.63
C -0.4288 -5.2601 2.8841 -0.072 -0.685 0.844 -0.16
C -2.1207 -6.9148 3.8381 0.368 0.505 0.422 -0.96
H -2.0435 -5.0579 -0.7299 0.285 -0.104 0.261 0.18
H -3.7479 -4.8145 -0.5514 -0.188 -0.175 0.111 0.50
H -3.1287 -6.4525 -0.8753 -0.094 0.149 -0.441 0.47
H -3.6798 -6.3054 1.6553 -0.480 0.281 -0.621 0.52
H -2.7009 -4.8540 1.5563 0.632 -0.432 0.853 -0.33
H -0.8174 -6.8393 0.6933 -0.393 0.501 -0.469 0.28
H -1.9829 -7.9343 1.3729 -0.656 0.110 -0.513 0.49
H 0.5579 -7.9139 1.8289 -0.586 0.692 -0.440 0.45
H -0.5605 -8.6298 2.9622 0.505 -0.523 -0.047 0.46
H 1.9591 -8.1534 3.3956 -0.049 -0.539 0.519 0.37
H 0.7043 -8.1220 4.6975 0.719 0.370 0.474 0.42
H 2.2158 -5.7661 3.2262 0.074 -0.505 -0.579 -0.21
H 2.3666 -6.2431 4.8476 -0.496 0.496 0.495 0.44
H 0.9338 -4.1792 4.1695 -0.394 0.300 -0.318 0.29
H -0.1693 -5.1537 5.0501 0.037 -0.437 0.046 0.42
H 0.1794 -5.0570 2.0026 -0.097 -0.299 -0.201 0.38
H -1.2185 -4.5122 2.9558 -0.127 -0.354 -0.052 -0.35
H -1.6315 -6.9997 4.8084 0.333 -0.106 -0.246 0.46
H -2.8055 -7.7579 3.7460 0.516 -0.303 -0.709 0.37
H -2.7455 -6.0299 3.9592 0.268 0.246 -0.405 0.25
C -0.1774 -0.6331 1.0034 1.775 -0.021 0.160 0.08
F -0.1542 0.5816 0.3748 -0.522 -0.964 0.696 -0.05
F -0.3519 -0.4403 2.3443 -0.106 -0.123 -1.940 -0.13
F -1.1412 -1.3848 0.4693 -0.084 0.553 0.578 -0.07
S 1.4995 -1.5035 0.6924 1.920 -1.301 2.482 -0.37
O 1.5392 -1.8766 -0.7055 -0.629 0.301 -0.342 -0.06
O 2.5791 -0.6129 1.1232 -0.819 1.280 -0.812 -0.11
O 1.5254 -2.6225 1.6419 -1.297 0.044 -0.977 -0.43
C -1.9461 -1.3788 5.2860 -1.391 -0.784 0.451 0.45
F -2.1060 -0.2029 5.9080 0.286 -0.386 0.084 -0.25
F -2.3262 -1.1186 3.9883 0.610 -0.455 0.325 -0.20
F -0.6702 -1.7613 5.3519 -0.122 0.588 -0.534 -0.16
S -3.0097 -2.7967 6.0553 0.881 -1.496 1.950 0.69
O -2.3997 -4.0449 5.4965 -0.922 2.190 -0.079 -0.48
O -2.8187 -2.6298 7.4877 0.489 0.110 -1.478 -0.65
O -4.3861 -2.5303 5.6767 0.060 0.209 -1.265 -0.42
```
Positions in Å, forces in eV/Å.

Q: Among the records above, which one has the highest ΔE to the lowest compared entry with this formula, charge and spin?
A: C76H166F6N9O6S2